[1]
{
  "formula": "C13H19NO4S",
  "method": "ωB97M-V with the def2-TZVPD basis set",
  "species": ["C", "H", "S", "H", "C", "O", "C", "H", "C", "H", "C", "H", "H", "H", "C", "C", "H", "H", "C", "C", "H", "C", "O", "H", "C", "H", "O", "C", "O", "H", "N", "H", "H", "H", "C", "H", "H", "H"],
  "positions_angstrom": [[0.427, -2.570, -2.791], [-1.223, -1.986, -5.757], [-0.039, -1.555, -0.138], [0.600, 0.604, -1.010], [2.102, 0.210, 0.446], [3.482, 3.277, 2.299], [0.087, -2.707, -4.164], [-1.668, 1.095, 3.989], [-0.562, 0.523, 2.252], [-1.404, 0.744, 0.271], [0.607, 0.150, -0.002], [0.331, 0.816, 2.825], [3.129, 3.896, 1.640], [-0.627, -0.588, 2.351], [-1.768, 1.245, 2.887], [-0.316, -1.722, -1.930], [-2.005, -0.371, -1.887], [-3.958, 1.240, 2.920], [-3.126, 0.697, 2.400], [-0.988, -1.971, -4.692], [3.282, 1.138, 2.543], [2.633, 1.607, 0.651], [1.146, -2.419, 0.057], [-0.266, 2.025, 0.822], [-0.468, 0.941, 0.810], [-1.707, 2.308, 2.590], [2.321, 2.549, -0.046], [-1.727, -1.134, -3.883], [2.255, -0.567, 1.656], [-2.525, -0.549, -4.344], [3.201, 1.929, 1.898], [-3.238, 0.780, 1.300], [-3.200, -0.349, 2.637], [1.290, -3.072, -2.428], [-1.390, -0.986, -2.506], [1.978, -1.505, 1.418], [0.661, -3.393, -4.747], [2.671, -0.330, -0.338]],
  "energy_ev": -34301.623,
  "homo_ev": -9.3,
  "total_charge": 0,
  "gap_ev": 9.8,
  "e_above_lowest_kcal_mol": 103.0
}

***

[2]
{
  "formula": "C13H20BN8O8P2RuS",
  "method": "ωB97M-V with the def2-TZVPD basis set",
  "species": ["N", "C", "H", "O", "C", "C", "S", "N", "H", "C", "P", "H", "C", "C", "H", "N", "C", "O", "O", "H", "C", "B", "C", "H", "O", "H", "O", "H", "H", "C", "Ru", "H", "O", "N", "H", "N", "C", "O", "H", "H", "H", "C", "H", "H", "N", "H", "H", "H", "O", "N", "N", "P", "H", "C"],
  "positions_angstrom": [[0.133, 3.233, 0.742], [1.066, 2.433, -0.053], [3.062, 5.013, -0.242], [5.224, 0.955, 1.371], [-4.438, 0.106, 0.110], [0.689, 4.246, 1.640], [0.139, 1.562, -1.399], [-2.252, 0.310, -0.016], [-0.448, 2.596, 1.273], [-2.301, -3.739, 1.270], [2.669, -1.801, -0.232], [-0.966, -4.623, 2.793], [-4.149, 1.441, 0.319], [3.149, 3.939, -0.054], [-5.375, -0.423, 0.085], [2.061, 3.212, -0.714], [-1.715, -2.151, -4.024], [3.534, -2.512, -1.345], [2.662, -2.554, 1.054], [0.656, -2.573, 1.974], [-2.762, 1.518, 0.211], [-3.079, -2.013, -0.549], [-1.167, -3.873, 2.049], [-2.126, 2.386, 0.233], [1.392, -1.428, -0.913], [-0.140, 4.656, 2.215], [2.772, 1.498, 1.430], [-3.593, -3.072, -3.219], [2.361, 2.745, -1.554], [1.572, 1.321, 0.879], [-0.335, -0.431, -0.420], [-4.125, -2.590, -0.625], [0.906, 0.328, 1.158], [-2.139, -2.682, 0.467], [4.111, 3.598, -0.438], [-0.939, -2.113, 0.702], [-2.693, -2.490, -3.111], [3.602, -0.678, 2.530], [0.122, -0.919, -3.598], [3.172, 3.781, 1.017], [4.249, -3.036, -0.965], [-0.338, -2.825, 1.651], [1.122, 5.057, 1.059], [-3.211, -4.315, 1.236], [-3.289, -0.551, -0.094], [1.441, 3.875, 2.345], [-4.838, 2.245, 0.506], [3.188, -1.530, 2.165], [3.490, -0.408, 0.023], [-1.217, -1.276, -2.040], [-2.371, -1.955, -1.924], [3.929, 0.307, 1.381], [-1.666, -2.416, -5.065], [-0.801, -1.385, -3.296]],
  "energy_ev": -74788.357,
  "homo_ev": [-8.6, -8.8],
  "total_charge": 0,
  "gap_ev": [9.1, 7.5],
  "e_above_lowest_kcal_mol": 24.3,
  "multiplicity": 2
}

***

[3]
{
  "formula": "C13H20Br9N5O10",
  "method": "ωB97M-V with the def2-TZVPD basis set",
  "species": ["H", "H", "H", "H", "H", "H", "H", "N", "H", "H", "O", "Br", "O", "C", "Br", "H", "C", "C", "O", "O", "Br", "Br", "H", "H", "N", "C", "H", "C", "N", "C", "C", "O", "O", "Br", "Br", "O", "Br", "C", "H", "H", "H", "O", "H", "C", "C", "O", "C", "Br", "N", "O", "H", "C", "C", "N", "Br", "H", "H"],
  "positions_angstrom": [[-1.305, 1.605, -0.686], [-1.379, 2.747, -3.096], [-0.932, -2.445, 0.992], [-7.133, -0.152, -1.945], [-3.553, -2.265, 2.401], [0.028, -7.029, 1.631], [5.138, 0.406, -4.851], [1.340, 1.877, -1.241], [-1.627, -7.225, 0.859], [0.300, 2.012, 2.465], [0.685, 2.829, -1.501], [-4.946, -0.873, -0.959], [2.534, 1.814, -1.443], [-0.742, 0.749, -0.346], [-2.692, 4.322, -1.569], [3.814, -0.328, -3.989], [-6.124, 0.180, -2.186], [-1.331, -0.429, 0.161], [0.155, -4.778, 0.770], [6.191, 1.021, -2.356], [-3.598, 2.865, -4.349], [2.959, 4.265, 1.227], [1.392, -2.333, 0.391], [-2.398, -0.540, 0.282], [-0.936, -5.287, 0.774], [-0.972, -6.621, 1.487], [0.753, 0.340, 2.873], [0.804, -1.427, 0.388], [-1.971, -2.000, 3.717], [0.671, 0.748, -0.553], [-2.084, 3.559, -3.277], [0.775, 1.820, 4.975], [2.788, 2.187, 4.173], [-5.825, -0.475, -4.036], [-1.047, 4.898, -4.282], [-1.945, -4.866, 0.276], [2.764, 5.376, -1.759], [3.965, 4.803, -0.355], [2.468, -0.348, -0.410], [1.847, 1.324, 1.952], [4.500, 3.937, -0.746], [-1.373, -0.940, 3.703], [-3.989, -1.303, 3.831], [1.412, -0.343, -0.186], [-3.460, -2.191, 3.484], [-1.385, -3.076, 3.859], [-0.568, -1.474, 0.690], [5.364, 6.100, 0.336], [1.624, 1.840, 4.094], [5.353, -0.998, -2.314], [4.087, 1.470, -3.763], [4.531, 0.492, -3.950], [1.121, 1.360, 2.764], [5.368, 0.151, -2.770], [-5.960, 2.178, -1.983], [-3.918, -3.067, 3.941], [-1.539, -6.463, 2.404]],
  "energy_ev": -672098.098,
  "homo_ev": [-1.8, -5.9],
  "total_charge": -1,
  "gap_ev": [2.9, 7.0],
  "multiplicity": 2
}

***

[4]
{
  "formula": "C13H20BrF3N2O5P2PtS",
  "method": "ωB97M-V with the def2-TZVPD basis set",
  "species": ["O", "C", "C", "H", "H", "F", "H", "Br", "N", "H", "P", "F", "H", "F", "H", "C", "P", "S", "H", "H", "C", "H", "C", "O", "C", "C", "O", "C", "H", "C", "H", "C", "Pt", "O", "H", "H", "H", "N", "H", "C", "H", "H", "O", "H", "H", "H", "C", "C"],
  "positions_angstrom": [[-3.489, 4.418, 2.876], [-1.907, 2.755, 3.217], [-0.181, -2.877, -1.134], [-1.052, 2.599, -0.465], [-3.910, 4.990, 2.220], [5.117, 0.957, -0.361], [0.142, -3.771, -1.674], [0.008, 0.879, 3.947], [-1.020, -0.235, -1.535], [0.518, -0.552, -4.201], [-0.562, -1.618, -2.362], [3.733, 1.676, 1.143], [1.813, -1.070, 3.294], [4.514, 3.043, -0.348], [-1.030, -1.771, 3.109], [-1.346, 2.631, 0.576], [0.500, -1.412, 1.287], [2.717, 1.394, -1.233], [-2.279, -1.464, -4.025], [-1.702, -3.123, -3.808], [0.784, -1.332, -3.486], [-1.200, -3.020, 1.868], [1.864, -1.719, 2.427], [-2.770, 1.239, -2.169], [-1.056, -1.951, 2.037], [-2.278, 3.543, 0.986], [3.157, 1.437, -2.575], [4.137, 1.805, -0.118], [-2.812, -2.414, -2.614], [-1.932, 0.501, -1.905], [1.839, -2.257, -0.463], [0.882, -2.593, -0.059], [0.689, 0.640, 0.391], [1.600, 2.269, -0.805], [-2.090, 2.812, 4.280], [-2.739, 4.201, 0.262], [1.682, -1.025, -2.950], [-0.708, 1.763, 1.397], [-1.894, -1.406, 1.604], [-2.597, 3.599, 2.347], [1.838, -2.761, 2.755], [-1.161, -3.098, -0.698], [2.289, 0.010, -0.762], [0.962, -2.270, -4.017], [2.801, -1.540, 1.899], [1.083, -3.557, 0.418], [-0.975, 1.881, 2.711], [-1.977, -2.206, -3.284]],
  "energy_ev": -137865.200,
  "homo_ev": -15.5,
  "total_charge": 2,
  "gap_ev": 9.3,
  "e_above_lowest_kcal_mol": 11.4
}

***

[5]
{
  "formula": "C13H20BrN4O3",
  "method": "ωB97M-V with the def2-TZVPD basis set",
  "species": ["H", "H", "C", "H", "H", "C", "H", "C", "C", "H", "C", "H", "C", "C", "H", "O", "N", "C", "H", "H", "N", "N", "H", "O", "N", "H", "C", "C", "H", "H", "H", "Br", "O", "C", "C", "H", "H", "H", "H", "H", "C"],
  "positions_angstrom": [[-1.842, -0.747, 2.305], [-0.715, 1.940, -1.343], [-2.129, 3.242, -3.254], [-0.208, 2.835, 0.925], [-0.386, 1.233, 1.794], [-2.405, 1.005, -0.044], [-0.397, 0.184, -0.728], [3.582, -0.833, -0.546], [-0.831, 1.217, -0.463], [1.878, 1.658, -0.485], [0.020, 1.703, 0.839], [4.197, -1.793, -0.361], [-3.052, -2.756, -0.358], [2.118, -1.316, -1.007], [2.278, -2.237, -1.678], [-1.826, 2.074, -3.629], [-2.561, -0.474, 0.162], [1.603, 1.582, 0.634], [-2.381, -3.586, 1.838], [2.066, 2.529, 1.114], [0.729, -1.153, 2.413], [2.242, 0.413, 1.319], [1.674, -2.623, 0.474], [-1.439, 4.260, -3.456], [1.257, -1.722, 0.143], [4.064, -0.346, -1.474], [1.407, -0.795, 1.286], [-2.527, -2.722, 1.116], [4.234, -0.331, 1.583], [4.126, 1.098, 0.419], [-3.342, -0.951, -1.950], [0.778, -0.203, 4.039], [-3.235, 3.221, -2.639], [-2.258, -1.217, 1.355], [-3.055, -1.318, -0.912], [-3.036, 1.398, -0.923], [-2.662, 1.590, 0.917], [-3.357, -3.691, -0.952], [1.638, -0.477, -1.610], [0.163, -2.022, 2.401], [3.590, 0.127, 0.739]],
  "energy_ev": -95941.863,
  "homo_ev": -1.2,
  "total_charge": -1,
  "gap_ev": 1.8,
  "e_above_lowest_kcal_mol": 122.7
}

***

[6]
{
  "formula": "C13H20ClN5O4",
  "method": "ωB97M-V with the def2-TZVPD basis set",
  "species": ["H", "C", "H", "C", "N", "N", "H", "C", "H", "C", "O", "C", "H", "H", "H", "H", "C", "H", "H", "Cl", "H", "C", "H", "H", "H", "N", "N", "C", "C", "C", "H", "C", "C", "H", "O", "H", "H", "H", "H", "C", "N", "O", "O"],
  "positions_angstrom": [[0.736, -1.510, -2.108], [1.636, -1.659, -1.508], [1.206, 0.141, -0.392], [-1.967, -2.237, 1.288], [-2.179, -0.894, 0.830], [-0.864, 2.292, 0.469], [0.380, -1.500, 0.957], [3.852, 1.832, 0.585], [-1.575, -2.206, 2.307], [2.058, -0.311, -0.905], [-1.338, 3.311, 0.014], [5.094, 0.607, -0.953], [6.127, 0.429, -1.257], [-4.057, -2.122, -0.857], [3.232, 2.293, -0.198], [2.173, 0.794, 1.446], [1.373, -2.718, -0.436], [5.057, -1.127, 0.317], [2.417, -2.035, -2.169], [-3.861, 2.017, -1.054], [3.984, 2.548, 1.397], [-4.380, -1.232, -0.318], [2.338, 0.364, -1.729], [4.539, 1.018, -1.812], [2.269, -2.829, 0.179], [0.269, -2.352, 0.422], [3.110, -0.488, 0.081], [-3.212, -0.421, 0.094], [3.177, 0.554, 1.096], [-0.929, -2.937, 0.366], [-2.901, -2.794, 1.259], [-1.663, 1.126, 0.445], [-2.916, 0.911, -0.169], [4.384, -1.408, -1.301], [5.146, 1.563, 0.082], [-4.963, -1.544, 0.548], [1.118, -3.672, -0.900], [3.764, 0.153, 1.928], [-5.012, -0.633, -0.967], [4.438, -0.696, -0.476], [-1.244, 0.009, 1.037], [0.253, 2.188, 0.935], [-1.227, -3.901, -0.301]],
  "energy_ev": -41965.317,
  "homo_ev": -8.2,
  "total_charge": 0,
  "smiles": "Cc1c(Cl)c([N+](=O)[O-])nn1CC(=O)NCCCN1CCOCC1",
  "gap_ev": 7.6
}